[1]
92
Properties=species:S:1:pos:R:3:forces:R:3 method="wB97M-V/def2-TZVPD" molar_mass_da=844.44 total_charge=+2 spin_multiplicity=4 orbital_gap_ev="5.4 / 5.5"
Nd -0.242267 -0.080967 -0.075163 0.090 1.163 -0.426
Cl 1.417976 1.948930 0.114031 -0.711 -0.843 -0.060
P 1.101131 -0.426861 -2.455221 -0.460 -0.013 0.869
P -0.787130 0.609138 2.534985 0.313 -0.449 -0.763
C 0.208588 -1.719189 -3.336966 -0.445 0.035 -0.292
C 2.785811 -0.951230 -2.211576 0.334 -0.449 -0.483
C 0.928579 1.141364 -3.309995 0.564 0.372 -0.196
C -1.810925 2.080902 2.501270 -0.390 -0.114 0.319
C -1.760066 -0.730382 3.238333 0.200 -0.459 0.159
C 0.761925 0.806982 3.400965 0.186 0.623 0.570
C -0.564892 -1.376901 -4.452199 0.552 -0.103 0.203
C -1.219298 -2.370327 -5.160971 -0.310 -0.463 -0.324
C -1.171770 -3.689848 -4.710723 0.037 -0.034 -0.030
C -0.503169 -4.011586 -3.525489 0.108 0.010 0.055
C 0.172887 -3.025778 -2.818885 -0.100 0.288 -0.512
H -0.615628 -0.338801 -4.767082 0.115 -0.185 -0.171
H -1.729900 -2.126292 -6.098034 0.070 -0.099 0.451
H -1.653800 -4.487780 -5.274614 0.069 0.265 0.087
H -0.501989 -5.041590 -3.158714 0.011 0.337 -0.194
H 0.627202 -3.240277 -1.853457 0.235 -0.113 -0.298
C -0.262755 1.895425 -3.276116 0.655 -0.052 -0.467
C -0.358088 3.042133 -4.070119 0.040 -0.187 0.175
C 0.752779 3.450939 -4.825257 -0.156 -0.025 -0.088
C 1.967667 2.757321 -4.774725 -0.145 0.161 -0.015
C 2.062487 1.612646 -3.986307 -0.527 0.106 -0.205
H -1.107258 1.587848 -2.653073 0.035 -0.003 -0.278
H -1.309086 3.592539 -4.113499 0.615 -0.174 0.038
H 0.650674 4.324704 -5.471963 0.094 -0.255 0.230
H 2.828561 3.084954 -5.374648 -0.481 -0.071 0.406
H 2.993933 1.060578 -3.897422 -0.103 0.088 -0.211
C 3.294122 -1.773594 -3.222838 0.769 0.113 0.297
C 4.623781 -2.182654 -3.167263 0.063 0.037 0.151
C 5.413337 -1.794739 -2.077268 0.073 0.094 0.109
C 4.887517 -1.023715 -1.026404 -0.092 -0.121 -0.252
C 3.556823 -0.609194 -1.085442 0.040 -0.152 -0.494
H 2.656395 -2.080866 -4.040397 0.087 0.044 -0.108
H 5.037038 -2.782919 -3.985207 -0.089 0.214 0.451
H 6.464119 -2.090018 -2.038799 -0.346 0.056 -0.031
H 5.517920 -0.723345 -0.179503 -0.294 -0.231 -0.432
H 3.120210 0.002855 -0.303205 0.191 0.065 -0.064
C -1.191677 -1.507982 4.253435 -0.335 0.388 -0.046
C -1.934780 -2.531026 4.822101 -0.287 -0.355 0.256
C -3.197833 -2.837161 4.313145 -0.093 -0.004 0.118
C -3.710297 -2.147752 3.210109 -0.064 0.076 -0.071
C -2.991087 -1.092142 2.660285 0.377 -0.157 0.389
H -0.190498 -1.274413 4.603554 -0.199 0.007 0.171
H -1.552543 -3.057511 5.702119 -0.102 0.068 -0.455
H -3.808801 -3.610090 4.781472 0.261 0.161 -0.135
H -4.684572 -2.422965 2.794905 0.399 0.067 0.187
H -3.329812 -0.587639 1.756426 -0.224 0.135 0.371
C -1.742948 3.056087 1.490691 -0.204 -0.024 0.526
C -2.544126 4.195698 1.598123 -0.011 -0.178 0.139
C -3.419820 4.322876 2.687508 0.049 0.145 -0.072
C -3.531033 3.316009 3.654296 0.045 0.055 -0.131
C -2.734751 2.178759 3.545990 -0.189 0.751 -0.146
H -1.045700 2.933442 0.668045 0.089 0.235 0.081
H -2.461229 4.993148 0.850182 -0.127 -0.382 0.345
H -4.020084 5.232585 2.779841 0.193 -0.361 -0.023
H -4.214433 3.415539 4.503951 0.213 0.035 -0.437
H -2.824813 1.374816 4.263461 0.026 0.074 0.128
C 0.794581 1.813912 4.375724 0.476 -0.496 0.096
C 1.931745 1.968151 5.167108 0.161 -0.049 0.004
C 3.040678 1.148372 4.930349 0.066 -0.185 -0.006
C 3.045599 0.192065 3.899550 -0.236 -0.021 -0.100
C 1.903261 0.027820 3.112662 -0.338 0.501 0.574
H -0.075544 2.448475 4.509216 0.107 -0.064 0.153
H 1.937542 2.706187 5.982516 0.107 -0.374 -0.520
H 3.927660 1.235536 5.560788 -0.284 0.052 -0.196
H 3.924758 -0.444191 3.717426 -0.438 0.476 0.146
H 1.895887 -0.690405 2.288730 0.015 -0.002 0.224
H 0.449161 4.892260 -0.891844 0.493 -0.030 0.184
H 1.137647 4.769269 -0.599887 -0.532 0.108 -0.218
C -3.070379 -0.751967 -1.453957 -0.408 1.557 1.003
P -2.116948 -2.078960 -0.512855 1.519 -2.530 -0.305
C -0.679866 -3.046382 0.820998 -0.462 1.714 0.323
C -3.252403 -3.414716 -0.447056 -1.500 -1.110 -0.811
C -2.918377 -4.626832 -1.123814 -0.403 1.202 0.488
C -3.910391 -5.540115 -1.412358 -0.788 -0.765 0.031
C -5.236791 -5.281768 -1.005359 -0.060 -0.012 0.167
C -5.575053 -4.086793 -0.336119 -0.772 -0.989 -0.166
C -4.595050 -3.161571 -0.061198 1.252 0.167 -0.487
H -2.465621 0.026313 -1.967222 -0.098 -0.492 0.247
H -3.826877 -0.249332 -0.822542 0.334 -0.112 -0.371
H -3.612525 -1.315692 -2.236174 0.642 -0.123 0.416
H -1.101633 -2.984843 1.837525 0.192 0.035 -0.473
H -0.648319 -4.080605 0.441478 -0.349 0.753 -0.335
H 0.335284 -2.587790 0.759966 -0.510 -0.285 0.030
H -1.909697 -4.755638 -1.496900 -0.087 -0.103 0.119
H -3.682467 -6.476214 -1.969645 -0.176 0.854 0.531
H -6.024940 -6.029705 -1.202679 0.546 0.546 0.040
H -6.627205 -3.893438 -0.039312 0.871 -0.201 -0.283
H -4.841898 -2.185848 0.352174 -0.055 -0.239 0.125


[2]
94
Properties=species:S:1:pos:R:3:forces:R:3 method="wB97M-V/def2-TZVPD" molar_mass_da=908.23 total_charge=-1 spin_multiplicity=2 orbital_gap_ev="6.8 / 5.6"
Sn 1.120607 -0.151281 0.094230 0.023 -0.422 0.134
C 1.727576 7.862600 4.753500 0.007 0.026 0.020
C 1.471009 6.769772 3.751825 -0.012 -0.010 0.000
C 1.905191 6.877163 2.440355 0.055 0.031 0.006
C 1.677963 5.873024 1.502332 -0.018 0.031 -0.042
C 2.164212 6.106790 0.096507 -0.007 0.032 -0.032
C 1.006046 4.701011 1.877772 -0.189 -0.093 -0.095
Te 0.530766 3.119427 0.402726 0.141 0.451 0.330
N 0.312070 1.156322 -1.238988 0.117 0.314 -0.027
C -0.219068 0.888605 -2.399751 -0.138 -0.082 0.052
O -0.222925 -0.210985 -3.003410 0.110 -0.408 -0.269
C -0.921852 2.025458 -3.119418 -0.037 -0.012 -0.066
C -0.750047 2.175856 -4.492987 0.024 -0.010 0.029
C -1.380417 3.200496 -5.179651 -0.029 0.023 -0.030
C -2.221513 4.078313 -4.505083 0.001 -0.001 -0.004
C -2.421252 3.918819 -3.141773 0.021 -0.009 -0.019
C -1.769734 2.901713 -2.455626 -0.042 0.028 0.121
C 2.596233 2.948674 -0.094139 -0.149 -0.116 -0.035
C 3.536982 2.643194 0.899789 0.059 -0.051 0.007
C 3.183608 2.427651 2.344860 -0.047 -0.032 0.012
C 4.876760 2.507362 0.541628 0.002 0.010 0.007
C 5.310105 2.650612 -0.766053 -0.021 -0.004 0.037
C 6.758897 2.478066 -1.132544 0.012 0.004 -0.010
C 4.362126 2.952587 -1.729922 0.003 0.024 -0.024
C 3.013969 3.108638 -1.422225 0.044 0.056 -0.009
C 2.093930 3.458203 -2.556213 -0.029 0.031 -0.022
C 0.541601 4.596310 3.198436 0.025 -0.060 0.012
C -0.185664 3.381575 3.724605 -0.022 -0.026 0.002
C 0.780590 5.622212 4.108712 0.007 0.016 -0.007
H 2.201787 8.722929 4.281744 0.008 0.016 -0.010
H 2.383482 7.519205 5.555927 0.014 -0.016 0.011
H 0.799598 8.202035 5.216903 -0.021 0.003 0.006
H 2.430396 7.775372 2.129215 0.003 0.015 -0.003
H 2.392454 7.162637 -0.054300 0.003 0.015 -0.013
H 1.412871 5.806049 -0.636105 0.002 -0.011 0.004
H 3.064562 5.529494 -0.118300 0.017 -0.001 0.007
H -0.112909 1.468727 -5.009096 -0.009 -0.016 -0.014
H -1.227080 3.310765 -6.246790 0.011 0.013 -0.008
H -2.722745 4.875397 -5.040768 0.002 0.007 -0.007
H -3.080950 4.590886 -2.607159 -0.024 0.011 0.008
H -1.927262 2.776772 -1.391182 0.037 -0.002 -0.040
H 2.307333 1.782925 2.443369 0.012 0.007 -0.015
H 2.948323 3.367813 2.844295 0.017 0.028 0.008
H 4.018239 1.957690 2.864886 0.002 -0.012 0.017
H 5.597951 2.264824 1.315080 0.010 -0.013 0.011
H 7.357157 2.225990 -0.257644 0.012 -0.002 0.018
H 7.167586 3.391470 -1.568939 0.005 0.016 -0.009
H 6.885247 1.680764 -1.866966 -0.002 -0.013 -0.012
H 4.673492 3.076745 -2.762853 0.008 0.003 -0.017
H 2.591640 4.153707 -3.234908 -0.003 0.001 -0.029
H 1.160043 3.903634 -2.216410 0.019 -0.008 -0.008
H 1.826203 2.563400 -3.117214 -0.006 -0.024 -0.007
H -0.585533 2.749596 2.937142 -0.017 0.002 -0.015
H -1.009788 3.680029 4.374677 0.008 0.012 0.023
H 0.490491 2.760848 4.318830 0.018 -0.014 -0.009
H 0.413822 5.515850 5.125864 -0.010 0.000 0.023
C -0.836986 -1.007496 0.763614 0.188 -0.216 -0.076
C -1.643868 -1.851978 1.152316 -0.027 0.249 0.073
C -2.576519 -2.789635 1.576674 -0.091 -0.116 -0.093
C -2.282767 -3.593379 2.761642 0.006 0.043 -0.091
C -0.951797 -3.749767 3.173290 0.064 -0.078 0.034
C -0.639609 -4.487880 4.300506 0.023 0.028 -0.013
C -1.643791 -5.080439 5.055552 -0.019 -0.022 0.022
C -2.968347 -4.917493 4.671820 0.008 0.002 0.002
C -3.285914 -4.184950 3.540579 -0.034 0.025 0.050
C -3.788556 -2.958803 0.767970 0.102 -0.033 -0.002
C -4.256418 -1.888103 -0.007407 -0.011 -0.008 -0.032
C -5.358257 -2.034713 -0.829905 0.007 0.005 -0.024
C -6.016376 -3.255871 -0.915697 -0.025 -0.036 0.009
C -5.551012 -4.333913 -0.173256 0.009 0.045 -0.011
C -4.451650 -4.189200 0.657883 -0.034 0.000 -0.012
H -0.167270 -3.291372 2.584171 -0.004 0.011 -0.004
H 0.397515 -4.599147 4.590885 0.002 -0.012 0.007
H -1.397667 -5.656319 5.938589 0.001 -0.001 0.005
H -3.762988 -5.354305 5.263743 -0.006 -0.008 0.012
H -4.324575 -4.035779 3.279021 -0.015 -0.007 -0.025
H -3.726579 -0.945698 0.037885 0.001 0.013 0.002
H -5.698362 -1.191555 -1.417703 -0.008 0.003 0.000
H -6.877865 -3.368832 -1.561534 0.002 -0.002 -0.010
H -6.037726 -5.298030 -0.250141 -0.016 -0.013 -0.003
H -4.080425 -5.046435 1.202028 0.011 -0.024 0.032
C 1.447524 -2.536217 -4.057830 -0.107 -0.106 0.048
N 0.316401 -3.044149 -3.306208 0.078 -0.076 -0.029
C -0.946456 -3.264261 -3.812133 -0.097 -0.078 0.069
C -1.727453 -3.668098 -2.789330 -0.021 0.049 -0.143
N -0.918898 -3.689526 -1.674417 -0.098 0.087 0.265
C 0.325937 -3.268688 -1.976486 0.189 0.144 -0.034
S 1.622971 -3.050167 -0.907451 -0.093 0.109 -0.013
H 1.327306 -2.844704 -5.094835 0.031 0.033 -0.024
H 2.354465 -2.968333 -3.641823 0.025 0.042 -0.015
H 1.467454 -1.452763 -3.975908 -0.017 0.095 0.037
H -1.174289 -3.101509 -4.848113 -0.027 0.033 -0.030
H -2.771008 -3.919445 -2.750109 -0.021 0.003 0.012
H -1.215163 -3.814313 -0.719324 -0.004 0.055 0.006